Formula: C32H25BrN3O2PRuSbSe4
Source: the Open Molecules 2025 dataset
Level of theory: ωB97M-V/def2-TZVPD

* orbital gap (alpha / beta): 0.17615 / 0.21889 Eh
* net charge: -2
* relative energy (zero: lowest compared OMol25 entry of this formula, charge and spin): 1.236 eV
* multiplicity: 6

Structure (XYZ):
```
70
C32H25BrN3O2PRuSbSe4 | the Open Molecules 2025 dataset | ωB97M-V/def2-TZVPD
Ru 1.2837 0.9766 -0.0543
C 0.7141 0.7954 5.3217
C 1.7254 1.3106 4.3423
C 3.0932 1.2005 4.5546
C 3.9839 1.6207 3.5839
C 3.4556 2.1298 2.4065
Br 4.6491 2.6398 1.0344
N 2.1683 2.2553 2.1766
C 1.3269 1.8589 3.1333
H 1.1167 0.7807 6.3364
H 0.4414 -0.2201 5.0265
H -0.1876 1.4089 5.3157
H 3.4635 0.7659 5.4771
H 5.0528 1.5316 3.7110
H 0.2743 1.9482 2.8842
Se 3.8270 6.0133 -0.0017
Sb 2.4928 4.9950 -1.8218
Se 0.9362 3.1956 -0.9417
Se 3.5555 4.3832 -3.8895
Se 1.1207 6.9950 -1.6714
N -0.6016 0.9161 0.5900
P -1.4788 0.4679 -0.6297
C -0.5666 -0.1984 -2.0695
C -0.1574 0.6375 -3.1133
C 0.5779 0.1308 -4.1731
C 0.8935 -1.2203 -4.2149
C 0.4723 -2.0648 -3.1988
C -0.2503 -1.5582 -2.1290
C -2.5553 1.7276 -1.3797
C -3.2336 1.5582 -2.5860
C -4.0130 2.5841 -3.0964
C -4.1021 3.7927 -2.4154
C -3.4127 3.9742 -1.2267
C -2.6441 2.9412 -0.7062
C -2.5550 -0.9371 -0.1808
C -2.0598 -1.7809 0.8139
C -2.7951 -2.8828 1.2265
C -4.0427 -3.1337 0.6721
C -4.5544 -2.2796 -0.2957
C -3.8141 -1.1845 -0.7196
H -0.3913 1.6927 -3.0831
H 0.9189 0.8017 -4.9510
H 1.4865 -1.6118 -5.0330
H 0.7194 -3.1191 -3.2204
H -0.5487 -2.2275 -1.3318
H -3.1233 0.6365 -3.1458
H -4.5303 2.4519 -4.0391
H -4.6895 4.6032 -2.8298
H -3.4393 4.9307 -0.7210
H -2.0658 3.0731 0.2005
H -1.1011 -1.5589 1.2704
H -2.3890 -3.5355 1.9889
H -4.6222 -3.9882 1.0015
H -5.5349 -2.4624 -0.7193
H -4.2264 -0.5219 -1.4694
O 0.8786 -1.5133 3.1323
C 1.4351 -1.6166 2.0248
N 1.9979 -0.5586 1.2897
C 2.4978 -1.0752 0.1263
O 2.8857 -0.2067 -0.7598
C 2.3381 -2.4906 0.0615
C 2.6928 -3.4757 -0.8691
C 2.3661 -4.7849 -0.5938
C 1.6907 -5.1337 0.6068
C 1.3530 -4.1713 1.5351
C 1.6716 -2.8374 1.2690
H 3.2191 -3.2066 -1.7780
H 2.6318 -5.5662 -1.2971
H 1.4374 -6.1724 0.7877
H 0.8408 -4.4305 2.4553
```